No. 1
The following is a DFT calculation (wB97M-V/def2-TZVPD) of an isolated molecule of C5H13N3.

```
21
Properties=species:S:1:pos:R:3:forces:R:3
N -2.00822 0.34652 -1.21195 -0.0594 -0.0335 -0.2214
N 2.38237 -0.63388 0.05412 0.1347 -0.0992 -0.0071
N -2.04937 0.33484 1.19394 -0.1314 0.0693 0.0751
C -0.19136 -1.78562 -0.02190 0.1545 0.3338 -0.0139
C 1.26949 0.20660 -0.04078 -0.3099 0.0696 0.0567
C 0.02335 -0.28878 -0.03973 0.0190 0.1555 -0.0220
C -1.23065 0.55767 -0.00774 0.1795 0.1591 0.0435
C 1.65694 1.65735 -0.04486 -0.1464 -0.1579 0.0442
H -1.25091 -2.03193 -0.00955 -0.0395 -0.1246 0.0057
H 2.23512 -1.57932 -0.26191 0.0951 -0.0018 -0.0005
H -2.23629 -0.65629 1.31578 0.0190 0.0717 0.0389
H 3.23466 -0.23399 -0.30846 -0.0398 -0.1060 -0.0172
H -0.97887 1.62167 0.00965 0.0566 -0.1886 0.0270
H 0.24072 -2.25305 -0.90920 -0.0058 -0.1235 -0.0437
H 0.26802 -2.23806 0.85853 -0.0088 -0.1225 0.0380
H 2.39605 1.83772 -0.82572 0.0469 0.0624 -0.0560
H -1.54846 0.64986 2.01697 0.0250 -0.0646 0.0367
H 2.10877 1.91900 0.91201 0.0653 0.0675 0.0431
H -2.86377 0.88781 -1.15478 -0.0301 -0.1017 0.0321
H 0.81267 2.31147 -0.22374 0.0014 0.0743 -0.0150
H -2.27027 -0.62959 -1.30068 -0.0259 0.0607 -0.0444
```
Positions in Å, forces in eV/Å.

As for the highest occupied orbital energy: -7.74 eV. The SMILES is C/C(N)=C(/C)C(N)N. Its charge is 0.

natural (NBO) population analysis, charges in e, atoms 1 to 6: -0.828 -0.824 -0.847 -0.654 0.204 -0.120

No. 2
The following is a DFT calculation (wB97M-V/def2-TZVPD) of a structure of composition C5H13N3.

```
21
Properties=species:S:1:pos:R:3:forces:R:3
N 0.66093 -0.72670 -1.07519 -0.4764 -0.8333 -1.8868
N -1.62000 1.80611 -0.69508 -0.3707 0.6294 0.3074
N -1.26042 0.57361 1.27206 4.0763 -2.3798 1.7259
C 1.44700 -1.89052 0.83916 -1.3013 1.9205 -0.6322
C 1.15449 -0.64871 0.25858 2.8116 -2.4182 -1.6404
C -1.93181 0.68162 0.10207 0.8647 -2.2305 -3.2034
C 2.19334 0.46416 0.38020 -0.9190 0.7995 1.4438
C -2.39812 -0.44254 -0.53013 -0.8665 1.3167 1.0954
H 1.23542 -1.16112 -1.79120 0.3801 -0.6499 0.8933
H -2.87521 -0.38299 -1.49475 0.0922 0.0620 -0.2036
H -0.18550 -0.27150 1.11725 -3.3813 2.2028 0.3174
H -0.66018 1.36370 1.49187 -0.5755 0.4422 -0.0941
H -2.26388 1.93645 -1.46264 -0.0426 0.0604 0.0315
H 1.77680 -1.99848 1.85958 0.5924 0.2138 -0.0390
H 2.67688 0.43655 1.35386 0.0417 0.1753 0.1705
H 0.21639 -0.02918 -1.66036 -0.2657 0.8957 1.5835
H -2.49151 -1.36809 0.00887 0.0667 -0.1055 0.1387
H 1.69362 1.42768 0.25339 0.2386 0.0912 -0.0373
H -1.54584 2.65386 -0.14919 -0.1016 0.1277 -0.0817
H 2.97737 0.36771 -0.37317 -0.3473 -0.2671 -0.0849
H 1.20024 -2.79160 0.29481 -0.5164 -0.0531 0.1959
```
Positions in Å, forces in eV/Å.

As for the highest occupied orbital energy (alpha / beta): -7.09 / -7.09 eV. Its charge is 0.

natural (NBO) population analysis, charges in e, atoms 1 to 6: -0.885 -0.841 -0.829 -0.314 0.039 0.313

Number 1: molar mass 115.18 Da. Number 2: molar mass 115.18 Da.